Entry 1:
11 unconnected molecules or ions with the total composition C52H82O14, computed with ωB97M-V/def2-TZVPD.

ORCA input file:
```
! RIJCOSX wB97M-V def2-TZVPD def2/J DEFGRID3
* xyz 0 1
C 2.09 4.77 -2.66
C 3.12 3.67 -1.95
O 3.83 4.40 -0.88
C 4.47 3.46 0.07
C 3.30 2.98 1.13
C 3.75 1.72 2.10
C 4.09 0.22 1.44
C 3.95 -0.06 -0.21
O 2.95 -1.13 -0.34
C 2.26 -1.08 -1.64
C 2.64 -2.27 -2.73
C 1.95 -2.40 -4.21
C 0.81 -1.30 -4.66
C 0.41 -0.12 -3.58
C 1.11 0.00 -2.10
C 4.55 -1.07 2.35
C 4.94 -2.57 1.73
C 4.67 -0.93 4.01
C 4.33 0.52 4.70
C 3.88 1.82 3.75
C 3.54 3.23 4.58
O 3.87 4.46 4.14
C 2.78 2.98 6.05
C 3.19 1.81 6.92
C 4.36 0.76 6.35
O 5.29 0.18 7.15
H 2.79 5.55 -3.20
H 1.37 4.18 -3.39
H 1.45 5.32 -1.81
H 2.47 2.77 -1.59
H 3.88 3.24 -2.75
H 5.03 2.57 -0.45
H 5.30 4.10 0.65
H 3.00 3.95 1.74
H 2.29 2.64 0.59
H 3.52 0.90 -0.74
H 5.00 -0.36 -0.64
H 3.46 -3.07 -2.44
H 2.27 -3.31 -4.91
H 0.30 -1.43 -5.73
H -0.42 0.66 -3.92
H 0.79 0.84 -1.33
H 4.91 -2.60 0.56
H 6.02 -2.91 2.08
H 4.20 -3.42 2.13
H 5.00 -1.88 4.63
H 1.92 3.71 6.43
H 2.71 1.55 7.95
C -0.35 -1.22 -10.42
C -0.55 -1.50 -8.95
C -1.56 -0.66 -8.22
O 0.09 -2.38 -8.37
H 0.41 -1.91 -10.81
H -1.29 -1.39 -10.95
H 0.00 -0.20 -10.56
H -2.55 -0.79 -8.66
H -1.27 0.40 -8.26
H -1.60 -0.97 -7.17
C -4.32 1.17 -3.27
C -3.67 0.16 -4.18
C -4.36 -1.17 -4.35
O -2.61 0.41 -4.75
H -3.71 2.08 -3.25
H -5.31 1.42 -3.66
H -4.40 0.77 -2.26
H -5.35 -1.02 -4.78
H -4.43 -1.67 -3.38
H -3.77 -1.80 -5.02
C -2.90 -2.48 -0.21
C -4.38 -2.57 0.07
C -4.81 -3.14 1.39
O -5.20 -2.18 -0.76
H -2.74 -2.05 -1.20
H -2.42 -1.84 0.54
H -2.46 -3.49 -0.19
H -4.41 -2.53 2.20
H -4.45 -4.17 1.48
H -5.90 -3.14 1.45
C 0.48 -1.96 9.26
C 1.77 -1.20 9.07
C 3.04 -2.00 9.01
O 1.78 0.03 8.97
H -0.35 -1.25 9.29
H 0.33 -2.65 8.43
H 0.51 -2.50 10.21
H 3.01 -2.69 8.16
H 3.19 -2.54 9.94
H 3.89 -1.32 8.87
C -4.35 -2.32 -12.00
C -3.18 -2.55 -12.91
C -3.25 -3.71 -13.86
O -2.20 -1.81 -12.89
H -4.16 -1.44 -11.37
H -5.25 -2.14 -12.59
H -4.49 -3.19 -11.35
H -4.11 -3.59 -14.53
H -3.34 -4.65 -13.30
H -2.34 -3.76 -14.46
C -8.80 -1.41 -11.15
C -8.15 -2.42 -12.05
C -8.84 -3.74 -12.22
O -7.09 -2.17 -12.63
H -8.20 -0.50 -11.12
H -9.80 -1.15 -11.53
H -8.88 -1.81 -10.14
H -9.83 -3.59 -12.66
H -8.92 -4.25 -11.26
H -8.25 -4.37 -12.90
C 4.70 5.48 7.84
C 3.45 5.90 8.57
C 3.55 7.07 9.51
O 2.39 5.31 8.40
H 4.48 4.62 7.20
H 5.06 6.30 7.22
H 5.47 5.18 8.56
H 3.86 7.96 8.96
H 4.27 6.84 10.30
H 2.58 7.26 9.96
C -3.29 1.49 8.36
C -1.82 1.17 8.38
C -0.86 2.32 8.54
O -1.42 0.01 8.28
H -3.87 0.56 8.24
H -3.59 1.97 9.29
H -3.51 2.15 7.51
H -1.05 2.83 9.49
H -0.98 3.01 7.71
H 0.16 1.94 8.55
C 0.91 4.78 11.62
C -0.55 5.09 11.82
C -0.91 6.16 12.81
O -1.42 4.48 11.18
H 1.02 3.99 10.88
H 1.43 5.67 11.27
H 1.34 4.44 12.57
H -0.47 7.11 12.50
H -0.56 5.88 13.80
H -2.00 6.27 12.84
C 1.74 -6.38 -2.61
C 2.92 -6.61 -3.52
C 2.84 -7.78 -4.47
O 3.90 -5.87 -3.50
H 1.93 -5.50 -1.98
H 0.84 -6.20 -3.20
H 1.60 -7.25 -1.96
H 1.99 -7.66 -5.14
H 2.75 -8.71 -3.90
H 3.76 -7.82 -5.07
*
```

As for the structure (SMILES): CCOCCc1c(COc2ccccc2)c(C)cc2c1C(=O)C=CC2=O.CC(C)=O.CC(C)=O.CC(C)=O.CC(C)=O.CC(C)=O.CC(C)=O.CC(C)=O.CC(C)=O.CC(C)=O.CC(C)=O. The total energy is -3083.08076 a.u. Its HOMO energy is -8.12 eV. The gap between HOMO and LUMO comes out at 6.98 eV. The calculation puts the LUMO energy at -1.1 eV.

Löwdin atomic charge list, values in e, 5 entries: -0.096 -0.262 -0.229 -0.183 -0.133


Entry 2:
5 unconnected molecules or ions with the total composition C49H68F5IN2O13S6, computed with ωB97M-V/def2-TZVPD.

ORCA input file:
```
! RIJCOSX wB97M-V def2-TZVPD def2/J DEFGRID3
* xyz 0 1
C 5.25 -1.96 -1.57
C 3.96 -1.18 -0.87
C 2.61 -1.21 -1.84
C 1.64 -2.39 -1.24
C 0.05 -2.25 -1.66
C -0.83 -2.49 -0.26
C -0.81 -3.97 0.52
C 0.06 -5.27 0.02
C 1.62 -5.29 0.54
C 1.92 -6.33 1.77
C 1.99 -5.46 3.17
O 3.33 -5.61 3.84
C -1.67 -4.18 1.94
C -1.70 -5.61 2.78
C -2.85 -6.54 2.07
C -4.19 -6.67 3.05
C -5.50 -5.87 2.40
O -6.45 -6.93 2.01
C -7.52 -6.27 1.24
O -8.43 -5.51 1.91
C -2.60 -2.96 2.59
C -2.61 -1.49 1.78
C -1.72 -1.28 0.38
S -1.83 0.48 -0.34
C -1.81 1.56 1.24
C -2.69 0.92 2.51
C -2.64 1.80 3.90
C -1.79 3.23 4.03
I -1.87 4.15 6.06
C -0.94 3.89 2.76
S 0.01 5.49 2.98
O 1.20 5.17 3.97
O 0.67 6.07 1.71
C -0.96 6.89 3.78
F -0.38 7.12 5.15
F -2.43 6.69 3.80
C -0.71 8.33 2.98
F -1.43 9.36 3.82
F -1.28 8.35 1.61
F 0.74 8.75 3.03
C -0.99 2.99 1.36
C -0.18 3.48 0.00
C 1.36 3.03 -0.28
C 2.28 3.44 -1.60
C 1.42 4.45 -2.62
C -0.09 4.82 -2.14
N -0.88 4.38 -0.95
N -3.47 -0.40 2.40
H 5.93 -1.15 -2.10
H 4.95 -2.85 -2.26
H 5.89 -2.41 -0.69
H 4.25 -0.07 -0.55
H 3.78 -1.76 0.16
H 2.08 -0.14 -1.74
H 3.00 -1.40 -2.94
H 1.67 -2.28 -0.05
H 2.01 -3.48 -1.56
H -0.27 -3.01 -2.50
H -0.08 -1.16 -2.09
H -0.02 -5.31 -1.16
H -0.41 -6.31 0.39
H 2.05 -4.23 0.84
H 2.28 -5.66 -0.38
H 3.01 -6.80 1.63
H 1.13 -7.21 1.86
H 1.13 -5.79 3.92
H 1.86 -4.30 3.02
H 3.30 -4.88 4.55
H -1.94 -5.33 3.90
H -0.68 -6.19 2.76
H -3.10 -6.05 1.03
H -2.36 -7.59 1.85
H -3.97 -6.20 4.11
H -4.42 -7.81 3.20
H -5.20 -5.26 1.43
H -5.90 -5.16 3.26
H -7.55 -6.34 0.06
H -3.23 -3.06 3.57
H -3.24 1.38 4.83
H 1.86 2.31 0.52
H 3.37 3.09 -1.80
H 1.91 4.89 -3.62
H -0.66 5.58 -2.86
H -3.77 -0.63 3.38
O -10.38 -10.21 2.22
S -10.45 -9.34 1.07
O -9.45 -9.36 0.02
C -12.06 -9.52 0.32
C -12.92 -8.49 1.04
C -12.07 -7.23 1.15
C -10.68 -7.66 1.63
H -12.42 -10.54 0.45
H -11.97 -9.28 -0.74
H -13.86 -8.30 0.51
H -13.18 -8.85 2.05
H -11.98 -6.76 0.16
H -12.51 -6.50 1.83
H -9.90 -7.02 1.21
H -10.62 -7.66 2.73
O 1.18 -1.43 3.04
S 2.00 -0.24 2.94
O 2.61 0.17 1.69
C 1.08 1.13 3.61
C 1.43 1.13 5.09
C 2.94 0.87 5.16
C 3.25 -0.29 4.22
H 0.02 1.00 3.42
H 1.45 2.05 3.13
H 1.16 2.07 5.57
H 0.89 0.32 5.60
H 3.48 1.76 4.84
H 3.26 0.64 6.18
H 4.23 -0.19 3.76
H 3.17 -1.26 4.72
O 1.62 4.87 -6.69
S 2.85 5.37 -6.13
O 3.55 4.70 -5.06
C 4.00 5.66 -7.47
C 3.71 7.09 -7.91
C 3.54 7.89 -6.62
C 2.62 7.09 -5.70
H 3.84 4.93 -8.26
H 5.01 5.57 -7.07
H 4.52 7.49 -8.53
H 2.78 7.12 -8.49
H 4.52 8.03 -6.14
H 3.13 8.89 -6.82
H 2.88 7.24 -4.65
H 1.57 7.34 -5.86
O 8.48 6.41 -7.13
S 7.92 7.51 -6.37
O 6.92 8.40 -6.92
C 7.33 6.88 -4.81
C 8.54 6.97 -3.89
C 9.18 8.33 -4.18
C 9.26 8.48 -5.69
H 6.96 5.86 -4.94
H 6.52 7.53 -4.47
H 8.25 6.87 -2.84
H 9.25 6.17 -4.12
H 8.55 9.12 -3.76
H 10.16 8.42 -3.72
H 9.14 9.53 -6.00
H 10.20 8.08 -6.09
*
```

As for the structure (SMILES): CCCCCc1c(CCCCO)c(CCCCOC=O)cc2c1Sc1c(cc(I)c(S(=O)(=O)C(F)(F)C(F)(F)F)c1-c1ccccn1)N2.O=S1(=O)CCCC1.O=S1(=O)CCCC1.O=S1(=O)CCCC1.O=S1(=O)CCCC1. The total energy is -6180.35966 a.u. Its HOMO energy is -7.90 eV. The gap between HOMO and LUMO comes out at 6.40 eV. The calculation puts the LUMO energy at -1.5 eV.

Löwdin atomic charge list, values in e, 5 entries: -0.153 -0.265 -0.195 -0.210 -0.161


Entry 3:
A molecular structure, C22H36O3P2V, computed with ωB97M-V/def2-TZVPD.

ORCA input file:
```
! RIJCOSX wB97M-V def2-TZVPD def2/J DEFGRID3
* xyz 0 4
P -2.26 4.29 -2.83
P -1.30 2.17 -5.10
C -2.31 4.77 -4.64
C -2.36 3.59 -5.60
H -1.45 5.43 -4.82
H -3.21 5.39 -4.74
H -3.38 3.19 -5.72
H -1.99 3.87 -6.59
C 0.27 2.89 -5.76
H 1.07 2.14 -5.72
H 0.57 3.79 -5.20
H 0.05 3.16 -6.80
C -1.72 1.01 -6.41
H -1.47 1.51 -7.36
H -2.80 0.80 -6.37
H -1.14 0.09 -6.30
C -2.38 6.00 -2.19
H -2.49 5.99 -1.10
H -3.25 6.47 -2.66
H -1.46 6.55 -2.47
C -4.08 3.91 -2.82
H -4.31 3.03 -3.44
H -4.58 4.79 -3.24
H -4.42 3.75 -1.79
V -0.48 0.76 -0.62
C -0.31 -0.11 -2.84
C 0.70 0.82 -2.68
C 0.61 2.32 -2.66
C 0.46 3.15 -1.36
C -0.84 3.07 -0.62
C -1.97 2.29 -0.87
C -2.25 1.47 -2.10
C -1.77 0.03 -2.36
C -1.21 0.26 1.27
H -0.07 -1.09 -3.28
H 1.73 0.49 -2.89
H -0.21 2.65 -3.32
H 1.52 2.70 -3.17
H 1.33 2.93 -0.70
H 0.63 4.20 -1.67
H -0.92 3.81 0.20
H -2.86 2.46 -0.22
H -1.89 2.03 -2.99
H -3.35 1.45 -2.25
H -2.07 -0.67 -1.55
H -2.40 -0.32 -3.21
H -1.43 -0.81 1.13
H -2.07 0.90 1.54
H -0.27 0.48 1.81
O 0.78 -4.63 0.13
C 1.80 -4.21 0.88
C 2.54 -5.15 1.62
C 3.57 -4.73 2.45
C 3.89 -3.37 2.53
C 3.17 -2.43 1.78
C 2.11 -2.81 0.97
C 1.26 -1.81 0.20
O 1.57 -0.59 0.26
O 0.24 -2.26 -0.44
H 0.36 -3.77 -0.23
H 2.26 -6.21 1.55
H 4.11 -5.45 3.06
H 4.71 -3.06 3.18
H 3.43 -1.37 1.83
*
```

The value obtained for the energy relative to the best compared isomer or geometry (same formula, charge and spin) is 0.0 kJ/mol. The total energy is -2712.13426 a.u. The expectation value of S² is 3.7827. Its HOMO energy (spin up / spin down) is -7.26 / -7.26 eV. The gap between HOMO and LUMO (spin up / spin down) comes out at 7.38 / 7.19 eV. The calculation puts the LUMO energy (spin up / spin down) at 0.1 / -0.1 eV.

natural (NBO) atomic charge list, values in e, 5 entries: 0.862 0.867 -0.718 -0.715 0.222